# 1
The following is a quantum chemistry calculation of the molecule C2H5N3S2 at a distorted geometry, from the OMol25 dataset.

Bonds (Å) are listed after each position.
Positions of all 12 atoms, in Å:
1 C 0.153 0.231 0.833  N9 1.331, S11 1.689, S12 1.791
2 C 0.042 -0.839 -2.935  H6 1.107, H7 1.134, N10 1.306
3 H -1.810 -0.944 -0.375  N8 1.119
4 H -2.704 0.251 0.495  N8 1.057
5 H -0.860 -0.302 2.239  N9 0.991
6 H 0.943 -0.337 -3.341  C2 1.107
7 H -0.559 -1.441 -3.685  C2 1.134
8 N -2.151 -0.637 0.647  H3 1.119, H4 1.057, N9 1.357
9 N -0.976 -0.334 1.255  C1 1.331, H5 0.991, N8 1.357
10 N -0.439 -0.628 -1.739  C2 1.306, S12 1.701
11 S 1.426 0.489 1.912  C1 1.689
12 S 0.373 0.611 -0.903  C1 1.791, N10 1.701

Calculated values
- E_HOMO: -8.434 eV
- ΔE to the lowest compared entry with this formula, charge and spin: 80.3 kcal per mole
- SMILES string: C=NSC(=S)NN
- 2S+1: 1
- Maximum force: 4.06 eV/A

---

# 2
The following is a quantum chemistry calculation of the molecule C2H5N3S2 at a distorted geometry, from the OMol25 dataset.

Bonds (Å) are listed after each position.
Positions of all 12 atoms, in Å:
1 C 0.329 -0.327 -0.572  N8 1.431, N9 1.275, N10 1.391
2 C -1.020 -0.240 1.503  H7 1.124, N10 1.350, S12 1.638
3 H 2.326 2.339 -0.446  S11 1.385
4 H 1.454 0.042 -2.169  N8 1.009
5 H -0.423 -2.071 -0.403  N9 0.992
6 H 0.065 1.181 0.852  N10 0.998
7 H -1.277 0.498 2.311  C2 1.124
8 N 1.238 0.505 -1.299  C1 1.431, H4 1.009, S11 1.671
9 N 0.119 -1.505 -1.012  C1 1.275, H5 0.992
10 N -0.093 0.219 0.636  C1 1.391, C2 1.350, H6 0.998
11 S 1.221 2.176 -1.266  H3 1.385, N8 1.671
12 S -1.649 -1.746 1.640  C2 1.638

Calculated values
- E_HOMO: -8.798 eV
- ΔE to the lowest compared entry with this formula, charge and spin: 34.8 kcal per mole
- SMILES string: [H]/N=C(/NS)NC=S
- 2S+1: 1
- Maximum force: 1.92 eV/A